(i)
The following is a DFT calculation (ωB97M-V with the def2-TZVPD basis set) of a cluster of 4 separate species, C3H15NO3 in total.

Last column: Löwdin charge in e.
Geometry (Å):
C -1.182 -2.471 -1.752  -0.114
C 0.310 -2.295 -1.440  -0.258
C 0.505 -1.020 -0.559  -0.279
N 0.076 0.338 -1.019  -0.016
H -1.329 -1.523 -2.297  0.060
H -1.423 -3.295 -2.420  0.067
H -1.901 -2.523 -0.937  0.074
H 0.940 -2.132 -2.330  0.105
H 0.748 -3.121 -0.876  0.097
H -0.163 -1.253 0.286  0.104
H 1.582 -0.861 -0.386  0.111
H 0.666 0.698 -1.766  0.076
H -0.814 0.110 -1.466  0.051
O -3.101 1.219 2.850  -0.062
H -2.821 0.296 2.901  0.031
H -2.361 1.765 3.129  0.022
O -0.633 2.532 1.008  -0.084
H -0.701 2.113 0.129  0.005
H -0.391 1.750 1.506  0.009
O 4.067 2.829 1.726  -0.064
H 3.880 3.252 2.574  0.033
H 4.044 3.592 1.140  0.031

The calculation puts the lowest unoccupied orbital energy at 0.679 eV. As for the structure (SMILES): CCCN.O.O.O. Its gap between HOMO and LUMO is 10.6 eV.

=====

(ii)
The following is a DFT calculation (ωB97M-V with the def2-TZVPD basis set) of a cluster of 4 separate species, C3H15NO3 in total.

Last column: Löwdin charge in e.
Geometry (Å):
C 2.238 -0.364 0.083  -0.097
C 0.803 -0.893 0.232  -0.268
N 0.317 -0.380 1.539  -0.165
C -0.477 -1.384 2.256  -0.119
H 2.212 0.723 0.027  0.071
H 2.913 -0.747 0.839  0.070
H 2.622 -0.629 -0.911  0.074
H 0.232 -0.485 -0.593  0.082
H 0.755 -1.981 0.190  0.106
H 1.125 -0.117 2.085  0.091
H -0.654 -1.058 3.278  0.076
H 0.003 -2.370 2.246  0.073
H -1.424 -1.471 1.725  0.081
O 0.552 0.230 -3.025  -0.045
H 0.805 0.922 -2.451  0.002
H -0.372 0.411 -3.256  0.031
O -1.140 1.948 0.509  -0.082
H -0.813 2.803 0.807  0.029
H -0.534 1.324 0.966  -0.002
O -2.796 0.979 -2.364  -0.061
H -2.727 1.283 -1.450  0.018
H -3.642 1.258 -2.734  0.037

The calculation puts the lowest unoccupied orbital energy at 0.774 eV. As for the structure (SMILES): CCNC.O.O.O. Its gap between HOMO and LUMO is 10.1 eV.

=====

(iii)
The following is a DFT calculation (ωB97M-V with the def2-TZVPD basis set) of a cluster of 4 separate species, C3H15NO3 in total.

Last column: Löwdin charge in e.
Geometry (Å):
C 1.129 0.080 0.354  -0.117
C 1.861 0.924 -0.723  -0.248
C 1.246 0.829 -2.123  -0.288
N 0.935 2.168 -2.676  -0.024
H 0.192 0.518 0.694  0.067
H 1.846 -0.018 1.160  0.058
H 0.979 -0.947 0.014  0.055
H 1.823 1.958 -0.371  0.098
H 2.896 0.607 -0.702  0.092
H 0.391 0.168 -2.077  0.089
H 1.949 0.395 -2.839  0.106
H 0.078 2.535 -2.277  0.059
H 0.800 2.103 -3.678  0.054
O -0.892 -2.914 -1.372  -0.069
H -0.312 -3.540 -0.902  0.046
H -1.339 -3.481 -2.011  0.039
O -1.572 1.640 6.456  -0.066
H -1.752 1.059 5.707  0.032
H -0.609 1.610 6.537  0.034
O -3.438 -2.208 0.396  -0.068
H -3.678 -1.501 -0.214  0.033
H -2.533 -1.984 0.644  0.018

The calculation puts the lowest unoccupied orbital energy at 0.451 eV. As for the structure (SMILES): CCCN.O.O.O. Its gap between HOMO and LUMO is 9.7 eV.

=====

The data favor (ii); the next most stable structure lies 0.0141 hartree above it.

=====

(i)
The following is a DFT calculation (ωB97M-V with the def2-TZVPD basis set) of an isolated molecule of C3H12Si4.

Last column: Löwdin charge in e.
Geometry (Å):
C 3.442 -0.869 0.526  -0.116
C 2.023 -0.788 0.033  -0.268
C 1.430 0.427 0.017  -0.371
Si -0.271 0.850 -0.785  0.358
Si -0.800 2.973 -0.505  0.403
Si -1.367 -1.152 -0.108  0.260
Si -3.463 -0.675 0.430  0.392
H 4.224 -0.098 0.200  0.106
H 3.818 -1.901 0.294  0.085
H 3.316 -0.625 1.520  0.039
H 1.507 -1.640 -0.432  0.070
H 1.918 1.107 0.589  0.008
H -1.927 3.643 -1.311  -0.149
H 0.023 3.946 -1.159  -0.203
H -0.697 -2.122 0.693  -0.104
H -1.575 -1.712 -1.363  -0.151
H -3.992 -1.769 1.036  -0.166
H -4.297 -0.351 -0.728  -0.108
H -3.311 0.754 1.053  -0.084

The calculation puts the lowest unoccupied orbital energy at -0.968 eV. As for the structure (SMILES): C/C=C/[Si](=[SiH2])[SiH2][SiH3]. Its gap between HOMO and LUMO is 6.8 eV.

=====

(ii)
The following is a DFT calculation (ωB97M-V with the def2-TZVPD basis set) of a structure of composition C3H12Si4.

Last column: Löwdin charge in e.
Geometry (Å):
C -0.010 -0.151 0.070  -0.579
C -1.279 0.192 0.387  -0.500
C 1.282 -0.417 -0.206  -0.545
Si 1.677 -2.291 -0.244  0.608
Si -1.086 0.623 2.297  0.628
Si -2.593 0.367 -1.259  0.693
Si 1.628 1.339 -0.963  0.568
H 3.123 -2.658 -0.052  -0.090
H 1.118 -3.380 -1.150  -0.087
H 0.844 -2.538 1.100  -0.039
H -0.512 -0.594 3.120  -0.054
H -2.157 1.416 2.886  -0.102
H 0.309 1.217 1.984  -0.060
H -3.895 -0.156 -1.356  -0.131
H -2.439 1.973 -1.270  -0.039
H -1.677 -0.346 -2.086  -0.097
H 0.700 1.786 -2.025  -0.079
H 3.161 1.065 -1.387  -0.060
H 1.806 2.553 0.154  -0.034

The calculation puts the lowest unoccupied orbital energy at 0.226 eV. Its gap between HOMO and LUMO is 9.1 eV.

=====

The data favor (i); the next most stable structure lies 0.0162 hartree above it.

=====

(i)
The following is a DFT calculation (ωB97M-V with the def2-TZVPD basis set) of a structure of composition C8H6N2S.

Last column: Löwdin charge in e.
Geometry (Å):
C -1.487 -0.199 -1.763  -0.079
C -2.245 0.458 -0.791  -0.065
C -0.289 -0.789 -1.343  -0.037
C -1.763 0.773 0.527  -0.066
C 0.173 -0.420 -0.108  -0.257
C -0.491 0.396 0.856  -0.338
C 2.426 0.445 0.692  -0.235
C 1.537 -0.752 0.373  -0.170
N 1.990 1.339 1.461  -0.117
N 1.140 -0.957 2.118  -0.331
S 0.595 0.523 2.305  0.999
H -1.750 -0.480 -2.728  0.081
H -3.325 0.793 -1.049  0.130
H 0.264 -1.410 -2.100  0.136
H -2.323 1.269 1.277  0.093
H 3.376 0.650 0.280  0.101
H 2.170 -1.639 -0.008  0.154

The calculation puts the lowest unoccupied orbital energy at 0.240 eV. Its gap between HOMO and LUMO is 8.5 eV.

=====

(ii)
The following is a DFT calculation (ωB97M-V with the def2-TZVPD basis set) of an isolated molecule of C8H6N2S.

Last column: Löwdin charge in e.
Geometry (Å):
C 0.509 -1.350 -1.548  -0.065
C 1.390 -1.676 -0.596  -0.085
C 1.103 -0.637 0.345  -0.523
S 2.412 -0.295 1.506  0.987
C 1.531 1.014 2.280  -0.388
C 0.371 1.215 1.586  -0.153
C 0.037 0.183 0.523  -0.222
C -1.345 0.432 -0.105  -0.173
N -1.958 0.496 -1.411  0.050
C -1.589 -0.195 -2.409  -0.146
N -0.347 -0.939 -2.318  0.162
H 1.954 -2.542 -0.520  0.084
H 1.900 1.333 3.209  0.040
H -0.493 1.741 2.029  0.112
H -2.072 -0.015 0.595  0.141
H -1.274 1.466 0.139  0.085
H -2.129 -0.231 -3.305  0.093

The calculation puts the lowest unoccupied orbital energy at 0.658 eV. As for the structure (SMILES): C1=Cc2sccc2C/N=C\N=1. Its gap between HOMO and LUMO is 8.5 eV.

=====

The data favor (ii); the next most stable structure lies 0.0134 hartree above it.

=====

(i)
The following is a DFT calculation (ωB97M-V with the def2-TZVPD basis set) of a cluster of 2 separate species, C4H7ClS in total.

Last column: Löwdin charge in e.
Geometry (Å):
C -3.080 0.182 0.918  -0.468
C 0.431 0.552 0.900  -0.032
C 1.740 -0.275 -1.055  -0.141
C 0.630 -0.261 -0.111  -0.769
S -3.761 0.630 2.350  0.715
Cl -0.551 -1.559 -0.459  0.589
H -3.301 1.059 0.309  -0.074
H -3.666 -0.361 3.220  -0.149
H 1.037 1.402 1.215  0.078
H -0.417 0.393 1.491  0.007
H 1.667 0.311 -1.928  0.065
H 2.483 0.157 -0.315  0.102
H 2.041 -1.312 -1.273  0.078

The calculation puts the lowest unoccupied orbital energy at -0.160 eV. Its gap between HOMO and LUMO is 8.7 eV.

=====

(ii)
The following is a DFT calculation (ωB97M-V with the def2-TZVPD basis set) of a structure of composition C4H7ClS.

Last column: Löwdin charge in e.
Geometry (Å):
C 0.716 -0.056 -0.608  -0.553
C -0.053 1.029 0.137  -0.332
C -0.972 0.004 0.649  -0.782
C 0.061 -0.991 0.449  -0.280
H 1.958 1.559 1.116  0.179
H 0.742 -0.275 -1.659  0.087
H 0.428 1.573 0.924  0.024
H -0.512 1.956 -0.250  0.121
H -1.238 -0.073 1.862  0.169
H 0.506 -1.110 1.482  0.136
H -0.108 -1.872 0.058  0.058
S 2.585 -0.067 -0.143  0.536
Cl -2.450 -0.035 -0.295  0.637

The calculation puts the lowest unoccupied orbital energy at -1.482 eV. Its gap between HOMO and LUMO is 7.4 eV.

=====

The data favor (i); the next most stable structure lies 0.0562 hartree above it.